Record 1
{
  "formula": "C3H6F2O",
  "method": "wB97M-V/def2-TZVPD",
  "smiles": "C[C@](O)(F)CF",
  "orbital_gap_ev": 10.998,
  "e_above_lowest_kcal_mol": 32.3,
  "symbols": ["C", "C", "C", "O", "F", "F", "H", "H", "H", "H", "H", "H"],
  "coordinates": [[-0.395, -1.182, 0.058], [0.817, 1.297, -0.316], [-0.645, 0.573, -0.264], [-1.473, 1.195, 0.622], [0.730, 2.639, -0.432], [-1.117, 0.629, -1.587], [-1.239, -1.624, 0.478], [-0.255, -1.781, -0.854], [0.453, -0.982, 0.821], [1.092, 0.920, -1.277], [1.442, 0.956, 0.412], [-2.244, 1.406, 0.140]],
  "lowdin_charge": [0.046, -0.133, -0.444, 0.075, 0.005, -0.006, 0.019, 0.062, 0.088, 0.114, 0.083, 0.092]
}

Record 2
{
  "formula": "C41H71BN5O24S2",
  "method": "wB97M-V/def2-TZVPD",
  "orbital_gap_ev": 7.381,
  "e_above_lowest_kcal_mol": 0.0,
  "total_charge": 1,
  "symbols": ["C", "C", "N", "C", "C", "C", "S", "S", "C", "C", "C", "N", "C", "C", "C", "C", "O", "O", "C", "N", "N", "B", "N", "O", "H", "H", "H", "H", "H", "H", "H", "H", "H", "H", "H", "H", "H", "H", "H", "H", "H", "H", "H", "H", "H", "H", "H", "H", "H", "H", "H", "H", "H", "C", "C", "C", "O", "C", "O", "O", "H", "H", "H", "H", "H", "H", "C", "C", "C", "O", "C", "O", "O", "H", "H", "H", "H", "H", "H", "C", "C", "C", "O", "C", "O", "O", "H", "H", "H", "H", "H", "H", "C", "C", "C", "O", "C", "O", "O", "H", "H", "H", "H", "H", "H", "C", "C", "C", "O", "C", "O", "O", "H", "H", "H", "H", "H", "H", "C", "C", "C", "O", "C", "O", "O", "H", "H", "H", "H", "H", "H", "C", "C", "C", "O", "C", "O", "O", "H", "H", "H", "H", "H", "H"],
  "coordinates": [[3.806, -1.103, -0.290], [3.917, 0.383, 0.093], [3.498, 1.333, -0.962], [3.379, 2.685, -0.367], [2.914, 3.767, -1.336], [2.285, 0.959, -1.562], [0.921, 0.508, -0.775], [2.397, 0.933, -3.325], [0.691, 1.181, -3.854], [0.177, 2.614, -3.673], [-0.852, 2.839, -2.556], [-2.262, 2.668, -2.974], [-2.592, 1.278, -3.361], [-2.450, 0.272, -2.212], [-3.392, -0.948, -2.416], [-2.718, -2.228, -1.994], [-2.863, -2.698, -0.903], [-1.941, -2.852, -2.903], [-3.168, 3.312, -2.252], [-4.450, 2.846, -2.066], [-2.858, 4.554, -1.719], [-2.565, 4.540, -0.235], [-3.667, 4.406, 0.712], [-1.270, 4.692, 0.221], [3.006, -1.569, 0.281], [3.707, -1.274, -1.360], [4.723, -1.580, 0.029], [3.417, 0.576, 1.046], [4.975, 0.588, 0.263], [2.703, 2.649, 0.494], [4.379, 2.953, -0.031], [3.305, 4.733, -1.020], [3.319, 3.566, -2.328], [1.827, 3.860, -1.362], [0.075, 0.421, -3.376], [0.695, 0.953, -4.920], [0.995, 3.309, -3.511], [-0.306, 2.918, -4.605], [-0.640, 2.199, -1.696], [-0.712, 3.867, -2.231], [-1.989, 0.992, -4.220], [-3.618, 1.262, -3.719], [-2.698, 0.773, -1.279], [-1.426, -0.093, -2.105], [-4.282, -0.798, -1.814], [-3.659, -1.015, -3.473], [-1.572, -2.216, -3.529], [-5.104, 2.849, -2.832], [-4.761, 2.567, -1.151], [-3.749, 5.058, -1.798], [-3.925, 5.313, 1.097], [-3.348, 3.847, 1.497], [-0.698, 3.923, 0.108], [6.331, 1.333, 4.210], [6.519, 2.776, 3.817], [5.394, 3.697, 4.234], [5.445, 4.712, 3.215], [5.955, 4.144, 2.102], [5.932, 4.637, 1.018], [6.489, 2.933, 2.383], [7.179, 0.730, 3.885], [6.233, 1.243, 5.291], [5.438, 0.923, 3.736], [7.486, 3.146, 4.170], [5.538, 4.140, 5.216], [4.418, 3.216, 4.195], [-2.082, 4.601, 4.471], [-0.844, 4.240, 3.688], [-0.805, 2.809, 3.196], [0.601, 2.547, 3.146], [1.192, 3.337, 4.070], [2.319, 3.227, 4.430], [0.327, 4.276, 4.520], [-2.048, 5.643, 4.788], [-2.979, 4.451, 3.867], [-2.157, 3.989, 5.370], [-0.690, 4.948, 2.866], [-1.240, 2.676, 2.207], [-1.269, 2.110, 3.886], [-2.156, -3.907, 1.838], [-1.194, -3.065, 2.632], [-1.097, -3.399, 4.103], [-0.739, -2.128, 4.678], [-1.225, -1.169, 3.869], [-1.285, -0.011, 4.150], [-1.630, -1.686, 2.693], [-2.158, -3.597, 0.797], [-1.890, -4.963, 1.894], [-3.176, -3.781, 2.208], [-0.205, -3.077, 2.167], [-0.341, -4.144, 4.330], [-2.055, -3.714, 4.523], [-4.699, 10.426, -1.925], [-4.957, 9.050, -1.369], [-3.908, 8.016, -1.722], [-4.681, 6.798, -1.723], [-5.972, 7.134, -2.034], [-6.800, 6.338, -2.328], [-6.137, 8.463, -1.960], [-5.486, 11.115, -1.623], [-3.745, 10.811, -1.565], [-4.686, 10.403, -3.015], [-5.115, 9.095, -0.289], [-3.097, 7.956, -0.999], [-3.492, 8.164, -2.720], [7.341, -6.364, -2.030], [6.363, -5.472, -1.308], [6.305, -4.056, -1.828], [5.932, -3.314, -0.656], [6.384, -4.013, 0.423], [6.429, -3.573, 1.525], [6.768, -5.253, 0.061], [7.321, -7.370, -1.614], [7.090, -6.425, -3.089], [8.357, -5.983, -1.921], [5.376, -5.930, -1.298], [5.572, -3.919, -2.619], [7.278, -3.694, -2.166], [-0.063, -7.601, -1.966], [1.359, -7.293, -1.573], [1.901, -5.985, -2.109], [3.303, -6.262, -2.220], [3.439, -7.604, -2.413], [4.448, -8.125, -2.756], [2.274, -8.237, -2.163], [-0.386, -8.548, -1.537], [-0.734, -6.815, -1.618], [-0.148, -7.688, -3.050], [1.479, -7.348, -0.488], [1.732, -5.143, -1.443], [1.514, -5.747, -3.103], [-7.140, -6.123, 1.788], [-5.860, -6.476, 1.072], [-5.782, -7.905, 0.586], [-4.374, -8.158, 0.620], [-3.837, -7.359, 1.571], [-2.734, -7.468, 1.999], [-4.733, -6.418, 1.969], [-7.132, -5.079, 2.100], [-7.999, -6.284, 1.136], [-7.254, -6.731, 2.686], [-5.670, -5.773, 0.256], [-6.168, -8.044, -0.420], [-6.278, -8.603, 1.265]],
  "lowdin_charge": [-0.080, -0.236, -0.214, -0.226, -0.071, -1.056, 0.768, 0.975, -0.500, -0.193, -0.149, 0.030, -0.120, -0.155, -0.074, -0.513, 0.124, 0.126, -0.315, 0.187, 0.206, -0.635, 0.189, 0.157, 0.067, 0.071, 0.051, 0.110, 0.124, 0.110, 0.107, 0.083, 0.069, 0.050, 0.025, 0.078, 0.096, 0.122, 0.052, 0.117, 0.129, 0.117, 0.120, 0.049, 0.129, 0.125, 0.115, 0.132, 0.123, 0.108, 0.096, 0.063, 0.097, -0.016, -0.320, -0.086, 0.071, -0.573, 0.142, 0.079, 0.089, 0.094, 0.088, 0.158, 0.143, 0.100, -0.010, -0.327, -0.104, 0.068, -0.538, 0.162, 0.101, 0.090, 0.076, 0.099, 0.146, 0.119, 0.109, -0.016, -0.311, -0.075, 0.078, -0.558, 0.143, 0.086, 0.046, 0.085, 0.097, 0.158, 0.143, 0.142, -0.013, -0.313, -0.078, -0.004, -0.554, 0.179, 0.106, 0.093, 0.097, 0.097, 0.161, 0.141, 0.145, -0.017, -0.319, -0.081, 0.022, -0.563, 0.162, 0.098, 0.090, 0.094, 0.092, 0.128, 0.137, 0.140, -0.017, -0.320, -0.089, 0.029, -0.558, 0.174, 0.096, 0.091, 0.088, 0.092, 0.161, 0.138, 0.138, -0.022, -0.329, -0.091, 0.067, -0.564, 0.156, 0.073, 0.086, 0.093, 0.094, 0.157, 0.140, 0.142]
}

Record 3
{
  "formula": "C4H6Cl2NO4P",
  "method": "wB97M-V/def2-TZVPD",
  "orbital_gap_ev": 10.872,
  "e_above_lowest_kcal_mol": 61.9,
  "symbols": ["C", "C", "C", "C", "N", "O", "O", "O", "O", "P", "Cl", "Cl", "H", "H", "H", "H", "H", "H"],
  "coordinates": [[-1.906, 0.191, 0.350], [0.282, 0.280, 0.263], [-1.712, 1.172, -0.830], [-0.201, 1.479, -0.570], [3.536, -0.310, -0.176], [-0.805, -0.197, 0.955], [-2.967, -0.328, 0.576], [1.301, 0.568, 1.123], [0.868, -0.791, -0.452], [2.212, -0.660, 0.442], [2.038, -2.362, 1.532], [-1.929, -2.912, -0.350], [-1.852, 0.649, -1.744], [-2.431, 1.892, -0.719], [-0.068, 2.361, 0.045], [0.472, 1.518, -1.413], [4.311, -0.011, 0.361], [-1.150, -2.538, 0.606]],
  "lowdin_charge": [-0.510, -0.685, 0.008, -0.013, -0.126, 0.122, 0.081, -0.069, -0.125, 0.281, 0.408, 0.379, 0.123, 0.095, 0.132, 0.129, 0.000, -0.231]
}

Record 4
{
  "formula": "C3H3ClOS",
  "method": "wB97M-V/def2-TZVPD",
  "orbital_gap_ev": [7.798, 7.756],
  "e_above_lowest_kcal_mol": 102.1,
  "symbols": ["C", "C", "C", "O", "S", "Cl", "H", "H", "H"],
  "coordinates": [[0.165, 0.525, -0.293], [0.781, -0.602, 0.718], [1.518, 0.190, -0.446], [-0.048, -1.867, 2.962], [0.642, -0.646, 2.562], [2.762, 1.243, -0.196], [-0.633, 0.196, -0.982], [-0.071, 1.451, 0.044], [0.600, -1.665, 0.258]],
  "lowdin_charge": [-0.184, -0.438, -0.705, -0.568, 0.881, 0.714, 0.117, 0.059, 0.125]
}

Record 5
{
  "formula": "C3H2N2S",
  "method": "wB97M-V/def2-TZVPD",
  "smiles": "S=C1C=NN=C1",
  "orbital_gap_ev": 7.069,
  "e_above_lowest_kcal_mol": 82.1,
  "symbols": ["C", "C", "C", "H", "H", "N", "N", "S"],
  "coordinates": [[0.718, 0.030, -0.126], [-0.103, -1.095, -0.070], [-0.171, 1.145, -0.235], [0.096, -2.234, 0.078], [0.041, 2.240, -0.252], [-1.371, -0.756, 0.016], [-1.458, 0.670, 0.425], [2.248, 0.001, 0.163]],
  "lowdin_charge": [-0.928, -0.249, -0.069, 0.153, 0.109, 0.009, 0.093, 0.881]
}

Record 6
{
  "formula": "C7H13N3O",
  "method": "wB97M-V/def2-TZVPD",
  "orbital_gap_ev": 7.426,
  "e_above_lowest_kcal_mol": 116.8,
  "symbols": ["C", "C", "C", "C", "C", "C", "C", "N", "N", "N", "O", "H", "H", "H", "H", "H", "H", "H", "H", "H", "H", "H", "H", "H"],
  "coordinates": [[-0.032, -0.006, -1.308], [-0.234, 1.286, -1.578], [-1.303, 1.423, 0.488], [1.634, -0.951, 0.913], [-0.068, -2.832, 0.511], [-0.996, 3.501, -0.564], [0.128, -1.247, 0.917], [-1.969, 1.522, 1.522], [-0.590, -0.491, -0.134], [-0.923, 2.062, -0.600], [-0.014, 1.900, -2.730], [0.759, -0.495, -1.901], [2.145, -1.372, 0.100], [1.905, 0.132, 1.077], [2.034, -1.535, 1.741], [0.309, -3.370, 1.307], [0.503, -3.161, -0.459], [-1.203, -3.137, 0.416], [-1.622, 3.883, -1.279], [-1.285, 3.918, 0.401], [0.135, 3.714, -0.683], [-0.346, -1.039, 1.868], [-2.069, 0.682, 2.023], [-0.053, 1.360, -3.528]],
  "lowdin_charge": [-0.145, -0.366, -0.194, -0.089, -0.065, -0.005, -0.397, 0.152, -0.002, -0.061, 0.070, 0.130, 0.043, 0.098, 0.068, 0.007, 0.099, 0.099, 0.059, 0.093, 0.135, 0.110, 0.036, 0.125]
}

Record 7
{
  "formula": "C6H15NO",
  "method": "wB97M-V/def2-TZVPD",
  "smiles": "CCC/C(C)=C/N.O",
  "orbital_gap_ev": 8.299,
  "e_above_lowest_kcal_mol": 62.2,
  "symbols": ["C", "C", "C", "C", "C", "N", "C", "H", "H", "H", "H", "H", "H", "H", "H", "H", "H", "H", "H", "H", "H", "H", "O"],
  "coordinates": [[1.700, -2.314, -2.702], [0.725, -1.507, -1.892], [0.673, -1.602, -0.335], [-0.184, -0.731, 0.359], [-1.059, -1.286, 1.293], [-1.851, -0.511, 2.169], [-0.478, 0.694, -0.080], [2.736, -1.965, -2.476], [1.733, -3.391, -2.491], [1.560, -2.226, -3.763], [-0.294, -1.783, -2.400], [0.896, -0.442, -2.225], [0.462, -2.708, 0.013], [1.763, -1.512, 0.118], [-0.744, -2.296, 1.422], [-2.304, 0.233, 1.615], [-2.495, -0.914, 2.804], [-0.838, 1.322, 0.718], [-1.255, 0.773, -0.853], [0.442, 0.953, -0.524], [0.126, 5.053, 1.705], [0.781, 5.756, 0.527], [0.266, 5.901, 1.347]],
  "lowdin_charge": [-0.153, -0.274, -0.239, -0.350, -0.144, 0.044, -0.058, 0.081, 0.071, 0.059, 0.139, 0.108, 0.139, 0.152, 0.084, 0.081, 0.061, 0.057, 0.091, 0.051, -0.003, 0.051, -0.049]
}

Record 8
{
  "formula": "C12H23NO4",
  "method": "wB97M-V/def2-TZVPD",
  "smiles": "C#CNC[C@@H](COCCOCCOCC)OC",
  "orbital_gap_ev": 9.522,
  "e_above_lowest_kcal_mol": 109.2,
  "symbols": ["C", "C", "N", "C", "C", "C", "O", "C", "C", "O", "C", "C", "O", "C", "C", "O", "C", "H", "H", "H", "H", "H", "H", "H", "H", "H", "H", "H", "H", "H", "H", "H", "H", "H", "H", "H", "H", "H", "H", "H"],
  "coordinates": [[3.533, 0.843, 3.249], [3.612, 0.063, 2.342], [3.558, -0.866, 1.360], [3.616, -0.281, -0.009], [2.327, -0.592, -0.798], [1.869, 0.614, -1.583], [1.161, 1.433, -0.678], [0.446, 2.480, -1.304], [-0.998, 2.567, -0.726], [-1.192, 1.553, 0.219], [-2.342, 1.722, 1.014], [-3.301, 0.495, 0.891], [-2.676, -0.520, 0.164], [-3.351, -1.756, 0.207], [-4.865, -1.701, 0.021], [2.472, -1.685, -1.674], [2.554, -2.913, -0.994], [3.730, 1.499, 4.049], [4.328, -1.507, 1.493], [3.705, 0.796, 0.054], [4.481, -0.650, -0.554], [1.579, -0.817, -0.038], [2.740, 1.171, -1.939], [1.246, 0.294, -2.417], [0.422, 2.317, -2.376], [0.951, 3.413, -1.055], [-1.153, 3.545, -0.270], [-1.705, 2.472, -1.557], [-2.879, 2.625, 0.733], [-2.026, 1.850, 2.047], [-3.557, 0.181, 1.905], [-4.200, 0.850, 0.391], [-2.950, -2.358, -0.602], [-3.122, -2.304, 1.126], [-5.117, -0.985, -0.757], [-5.187, -2.675, -0.331], [-5.409, -1.432, 0.919], [2.353, -3.707, -1.703], [3.548, -3.081, -0.577], [1.817, -2.967, -0.193]],
  "lowdin_charge": [0.099, -0.244, -0.008, -0.115, -0.327, -0.161, -0.131, -0.154, -0.180, -0.131, -0.161, -0.198, -0.131, -0.268, -0.088, -0.143, -0.102, 0.006, 0.123, 0.115, 0.130, 0.152, 0.134, 0.136, 0.114, 0.119, 0.114, 0.124, 0.112, 0.120, 0.124, 0.111, 0.114, 0.117, 0.077, 0.072, 0.069, 0.086, 0.081, 0.093]
}

Record 9
{
  "formula": "C5H11AgIO4S",
  "method": "wB97M-V/def2-TZVPD",
  "orbital_gap_ev": 7.161,
  "total_charge": 1,
  "symbols": ["C", "O", "C", "O", "S", "O", "O", "C", "C", "C", "I", "H", "H", "H", "H", "H", "H", "H", "H", "H", "H", "H", "Ag"],
  "coordinates": [[4.026, -0.701, -0.897], [3.274, -0.579, 0.313], [2.992, 0.760, 0.620], [1.718, 0.795, 1.310], [0.792, -0.497, 0.780], [0.803, -1.568, 1.800], [-0.743, 0.201, 0.962], [-1.644, -0.673, 0.239], [-2.738, 0.258, -0.434], [-4.176, -0.389, -0.269], [-2.799, 2.158, 0.696], [3.862, -1.705, -1.330], [5.098, -0.651, -0.629], [3.743, 0.029, -1.674], [3.723, 1.152, 1.350], [2.995, 1.437, -0.254], [-1.058, -1.232, -0.513], [-2.099, -1.354, 0.977], [-2.506, 0.445, -1.494], [-4.539, -0.596, -1.285], [-4.084, -1.316, 0.325], [-4.849, 0.271, 0.301], [-1.790, 3.757, -0.892]],
  "lowdin_charge": [-0.070, -0.220, -0.276, -0.278, 1.010, -0.349, -0.501, -0.300, -0.562, -0.133, 1.073, 0.102, 0.105, 0.093, 0.148, 0.128, 0.111, 0.126, 0.085, 0.086, 0.083, 0.044, 0.496]
}

Record 10
{
  "formula": "C3H5NO2",
  "method": "wB97M-V/def2-TZVPD",
  "orbital_gap_ev": [5.885, 5.885],
  "e_above_lowest_kcal_mol": 236.4,
  "symbols": ["N", "C", "O", "C", "C", "O", "H", "H", "H", "H", "H"],
  "coordinates": [[2.391, 0.629, 0.125], [1.682, 0.052, -0.588], [-0.095, -0.890, -1.030], [-0.751, -1.146, -0.009], [-1.226, 0.891, 0.504], [-1.845, 0.581, 1.459], [0.821, 1.951, 0.911], [1.743, -0.282, -1.605], [-0.242, -1.471, 0.916], [-1.714, -1.662, -0.155], [-1.118, 1.303, -0.525]],
  "lowdin_charge": [0.066, -0.228, -0.104, -0.176, -0.150, 0.070, 0.113, 0.083, 0.118, 0.117, 0.089]
}

Record 11
{
  "formula": "C3H7ClS2Si",
  "method": "wB97M-V/def2-TZVPD",
  "smiles": "C[Si]1(Cl)SCCS1",
  "orbital_gap_ev": 9.718,
  "e_above_lowest_kcal_mol": 0.0,
  "symbols": ["C", "C", "C", "Si", "S", "S", "Cl", "H", "H", "H", "H", "H", "H", "H"],
  "coordinates": [[0.678, -0.642, -1.589], [0.736, 0.887, -1.666], [-0.466, -0.447, 2.426], [-1.025, 0.208, 0.701], [-0.854, -1.301, -0.908], [0.405, 1.623, -0.019], [-2.869, 1.005, 0.803], [0.912, -1.002, -2.554], [1.411, -0.949, -0.883], [1.822, 1.240, -1.734], [0.201, 1.346, -2.412], [0.579, -0.778, 2.253], [-0.565, 0.188, 3.227], [-0.964, -1.379, 2.353]],
  "lowdin_charge": [-0.636, -0.577, -0.224, -0.350, 0.608, 0.603, 0.314, 0.060, 0.045, 0.086, 0.033, 0.042, -0.004, -0.002]
}

Record 12
{
  "formula": "CH3AgClCuNO2",
  "method": "wB97M-V/def2-TZVPD",
  "multiplicity": 2,
  "orbital_gap_ev": [8.196, 5.023],
  "e_above_lowest_kcal_mol": 1.2,
  "total_charge": 2,
  "symbols": ["Ag", "Cu", "Cl", "C", "N", "O", "O", "H", "H", "H"],
  "coordinates": [[7.549, 9.439, -11.049], [5.356, 9.884, -8.004], [8.118, 9.505, -8.423], [9.423, 6.157, -7.518], [10.738, 5.882, -8.174], [11.644, 5.496, -7.362], [10.876, 5.902, -9.339], [9.503, 7.245, -7.392], [9.442, 5.690, -6.534], [8.658, 5.925, -8.251]],
  "lowdin_charge": [0.685, 0.633, -0.219, 0.123, -0.283, 0.423, 0.292, 0.078, 0.135, 0.132]
}

| no. | electronic energy (a.u.) |
| --- | --- |
| 1 | -392.8182 |
| 2 | -4505.6231 |
| 3 | -1773.5370 |
| 4 | -1049.5517 |
| 5 | -623.0423 |
| 6 | -513.8768 |
| 7 | -367.5321 |
| 8 | -826.5622 |
| 9 | -1340.5523 |
| 10 | -322.1976 |
| 11 | -1664.6681 |
| 12 | -2491.8748 |